(1)
150
Properties=species:S:1:pos:R:3 method="wB97M-V/def2-TZVPD" charge=-2 e_tot_ha=-11328.07707 fmax_ev_per_a=0.753 homo_ev=-3.0 de_lowest_kcal_mol=8.08
Sn 0.868 -0.137 0.452
C -2.797 1.984 1.540
As -2.810 0.938 -0.112
C -3.833 2.308 -1.119
C -4.313 -0.231 0.434
C -4.726 -1.356 -0.538
C -4.800 -0.813 -1.977
C -3.749 -2.541 -0.487
As -1.822 -2.264 -0.918
C -1.943 -2.537 -2.877
C -1.386 -4.139 -0.550
C -6.146 -1.851 -0.187
As -6.670 -2.859 1.432
C -5.545 -2.184 2.884
C -5.753 -4.580 1.168
H -3.809 2.281 1.829
H -2.187 2.874 1.379
H -2.330 1.420 2.350
H -4.834 2.446 -0.704
H -3.912 2.060 -2.178
H -3.278 3.243 -1.024
H -5.179 0.401 0.657
H -3.971 -0.672 1.376
H -3.823 -0.433 -2.285
H -5.526 0.004 -2.046
H -5.097 -1.601 -2.676
H -4.124 -3.345 -1.131
H -3.709 -2.914 0.537
H -2.741 -3.239 -3.131
H -0.988 -2.954 -3.212
H -2.109 -1.595 -3.405
H -2.029 -4.814 -1.118
H -1.513 -4.337 0.515
H -0.342 -4.318 -0.817
H -6.495 -2.508 -0.993
H -6.826 -0.995 -0.194
H -5.745 -1.127 3.063
H -4.482 -2.323 2.684
H -5.810 -2.740 3.784
H -5.818 -4.882 0.122
H -6.250 -5.338 1.774
H -4.702 -4.532 1.460
C 4.889 -2.417 -5.700
C 3.540 -2.252 -6.395
C 3.661 -1.256 -7.537
C 2.301 -0.994 -8.169
C 1.371 -0.445 -7.120
C 0.365 0.443 -7.430
C -0.483 0.902 -6.431
F -1.471 1.761 -6.779
C -0.339 0.521 -5.130
C 0.699 -0.352 -4.789
C 0.943 -0.689 -3.363
O 0.524 0.032 -2.464
C 1.686 -1.917 -3.183
C 2.415 -2.393 -4.213
N 2.511 -1.794 -5.443
C 1.542 -0.858 -5.786
C 1.636 -2.795 -1.916
O 1.833 -4.007 -2.128
O 1.386 -2.225 -0.821
H 5.663 -2.598 -6.449
H 4.895 -3.251 -5.001
H 5.137 -1.508 -5.145
H 3.231 -3.220 -6.805
H 4.365 -1.649 -8.271
H 4.066 -0.316 -7.145
H 1.902 -1.932 -8.569
H 2.382 -0.292 -9.000
H 0.217 0.774 -8.453
H -1.002 0.878 -4.354
H 2.958 -3.318 -4.069
C 6.322 2.706 -2.229
C 4.818 2.763 -2.315
C 4.067 3.236 -1.245
C 2.680 3.203 -1.277
C 2.035 2.744 -2.414
C 2.764 2.299 -3.507
C 4.150 2.299 -3.449
S 0.234 2.699 -2.413
C 0.074 4.497 -2.634
O -0.186 2.489 -0.996
H 6.697 3.388 -1.466
H 6.787 2.956 -3.185
H 6.641 1.696 -1.954
H 4.573 3.589 -0.352
H 2.094 3.488 -0.409
H 2.254 1.939 -4.397
H 4.727 1.913 -4.283
H 0.531 4.985 -1.771
H -0.995 4.719 -2.673
H 0.565 4.802 -3.562
O -0.941 1.618 4.292
C 0.049 1.063 3.792
O 0.305 0.896 2.561
C 1.063 0.462 4.774
C 0.719 0.355 6.118
C 1.546 -0.303 7.009
C 2.740 -0.838 6.543
C 3.135 -0.685 5.223
C 2.292 -0.023 4.344
N 3.601 -1.577 7.475
O 3.269 -1.642 8.650
O 4.612 -2.102 7.041
H -0.217 0.793 6.438
H 1.289 -0.420 8.050
H 4.082 -1.087 4.892
H 2.562 0.088 3.306
O 2.144 -1.739 1.986
C 1.100 -2.267 2.379
N 1.000 -3.269 3.326
C -0.395 -3.462 3.694
C -1.079 -2.562 2.593
O -2.296 -2.532 2.433
N -0.126 -1.909 1.918
C -0.702 -2.950 5.100
C -1.569 -1.888 5.340
C -1.854 -1.497 6.645
C -1.262 -2.143 7.719
C -0.368 -3.183 7.486
C -0.095 -3.583 6.186
C -0.902 -4.884 3.478
C -0.231 -5.755 2.627
C -0.761 -7.006 2.335
C -1.972 -7.398 2.886
C -2.657 -6.525 3.724
C -2.126 -5.277 4.018
H 1.762 -3.443 3.958
H -2.025 -1.358 4.512
H -2.536 -0.669 6.811
H -1.483 -1.835 8.734
H 0.117 -3.685 8.316
H 0.594 -4.405 6.009
H 0.704 -5.434 2.179
H -0.234 -7.666 1.656
H -2.391 -8.371 2.655
H -3.618 -6.810 4.138
H -2.668 -4.593 4.660
F 7.640 1.980 3.220
C 6.513 1.664 2.551
C 6.538 0.752 1.515
F 7.702 0.164 1.188
C 5.392 0.456 0.807
F 5.490 -0.408 -0.217
C 4.133 1.039 1.083
O 3.080 0.790 0.393
C 4.171 1.979 2.141
F 3.041 2.630 2.451
C 5.313 2.275 2.855
F 5.274 3.179 3.843



(2)
51
Properties=species:S:1:pos:R:3 method="wB97M-V/def2-TZVPD" charge=-1 e_tot_ha=-1299.43081 fmax_ev_per_a=1.898 multiplicity=2 homo_ev="0.1 / -7.7" de_lowest_kcal_mol=24.47
O -2.198 2.300 2.488
H -1.817 1.410 2.440
H -2.404 2.472 1.555
O -2.219 2.006 -2.509
H -2.970 2.033 -3.110
H -1.900 2.905 -2.666
O -3.366 -1.826 1.530
H -3.066 -2.679 1.877
H -3.705 -1.972 0.635
O 0.421 -2.922 2.652
H 0.934 -2.191 2.292
H -0.415 -2.530 2.899
O 4.234 -3.280 1.675
H 4.387 -2.330 1.742
H 3.790 -3.506 2.499
O -3.401 1.192 0.211
H -2.797 0.586 -0.231
H -3.680 0.814 1.051
O 0.165 3.638 2.329
H -0.481 4.300 2.590
H -0.243 2.815 2.631
O 1.466 4.581 -0.804
H 1.628 4.448 0.134
H 1.366 5.506 -1.027
O 4.099 2.270 -3.629
H 4.748 1.747 -3.163
H 3.220 1.883 -3.699
O 1.948 0.771 1.245
H 1.347 0.022 1.386
H 1.440 1.422 0.754
O 1.154 2.149 -3.672
H 0.928 2.374 -2.757
H 1.294 3.045 -4.009
O 1.425 -4.308 -2.823
H 1.146 -5.225 -2.720
H 2.388 -4.364 -2.801
O 2.714 0.008 -1.395
H 1.771 -0.186 -1.357
H 2.753 0.944 -1.607
O -1.160 -0.835 3.799
H -0.514 -0.692 4.510
H -1.869 -1.316 4.263
O -3.113 -1.372 -1.108
H -2.960 -1.250 -2.054
H -2.284 -1.787 -0.831
O -0.759 -3.049 -1.235
H 0.072 -3.429 -1.534
H -1.603 -3.471 -1.398
O -0.440 -0.674 0.871
H -1.107 -0.872 1.554
H -0.368 -1.574 0.528



(3)
98
Properties=species:S:1:pos:R:3 method="wB97M-V/def2-TZVPD" charge=+2 e_tot_ha=-3336.69739 fmax_ev_per_a=0.190 homo_ev=-11.2 de_lowest_kcal_mol=24.33
Bi 0.228 -0.705 -0.171
C -4.432 2.220 4.777
C -3.274 1.874 3.885
C -2.203 2.710 3.698
C -1.112 2.365 2.863
C -0.083 3.347 2.768
N 1.198 3.205 2.576
C 2.008 1.989 2.694
C 2.859 2.055 3.972
C 3.291 0.675 4.471
N 2.080 -0.056 4.871
C 1.584 -1.086 4.271
C 2.290 -1.995 3.404
C 3.433 -2.699 3.797
C 3.880 -3.779 3.054
C 5.068 -4.598 3.480
C 3.137 -4.134 1.925
C 2.049 -3.402 1.464
C 1.276 -3.868 0.316
N 0.540 -3.115 -0.395
C -0.362 -3.699 -1.402
C -1.721 -3.005 -1.342
C -2.262 -2.765 0.060
N -1.805 -1.469 0.624
C -2.509 -0.933 1.536
C -2.268 0.321 2.252
C -3.264 0.681 3.151
C -1.155 1.188 2.054
O -0.243 1.024 1.144
C 1.630 -2.271 2.192
O 0.672 -1.446 1.852
H -4.189 3.048 5.440
H -4.724 1.368 5.390
H -5.302 2.508 4.184
H -2.171 3.659 4.224
H -0.390 4.383 2.897
H 1.726 4.064 2.487
H 2.636 1.910 1.807
H 1.336 1.136 2.680
H 2.296 2.555 4.766
H 3.757 2.653 3.810
H 3.958 0.765 5.326
H 3.787 0.091 3.696
H 1.480 0.423 5.535
H 0.532 -1.283 4.466
H 3.924 -2.451 4.731
H 5.554 -4.167 4.353
H 5.809 -4.660 2.682
H 4.771 -5.616 3.731
H 3.426 -5.026 1.376
H 1.308 -4.941 0.105
H -0.466 -4.770 -1.215
H 0.084 -3.569 -2.391
H -2.463 -3.630 -1.847
H -1.723 -2.060 -1.902
H -1.949 -3.555 0.750
H -3.351 -2.790 0.013
H -3.430 -1.446 1.822
H -4.109 0.007 3.260
C 5.047 -2.431 -1.139
N 4.375 -1.425 -1.953
C 4.579 -1.242 -3.308
C 3.845 -0.181 -3.683
N 3.190 0.283 -2.551
C 3.536 -0.486 -1.483
S 3.077 -0.306 0.153
C 2.458 1.512 -2.502
C 2.887 2.576 -3.277
C 2.164 3.756 -3.198
C 1.073 3.823 -2.347
C 0.731 2.692 -1.624
N 1.403 1.544 -1.706
H 5.281 -3.284 -1.770
H 4.385 -2.730 -0.330
H 5.964 -2.021 -0.719
H 5.210 -1.897 -3.883
H 3.690 0.254 -4.655
H 3.766 2.503 -3.902
H 2.461 4.613 -3.789
H 0.492 4.729 -2.251
H -0.126 2.692 -0.960
N -1.933 1.445 -2.999
C -2.873 0.405 -2.773
C -3.555 0.359 -1.561
C -4.424 -0.685 -1.289
C -4.613 -1.704 -2.206
C -3.977 -1.631 -3.440
C -3.103 -0.588 -3.723
S -5.558 -3.156 -1.717
O -6.182 -3.631 -2.924
O -4.495 -4.038 -1.209
O -6.423 -2.663 -0.664
H -2.228 2.300 -2.544
H -1.796 1.651 -3.980
H -3.426 1.163 -0.838
H -4.989 -0.721 -0.364
H -4.173 -2.406 -4.171
H -2.611 -0.536 -4.688



(4)
84
Properties=species:S:1:pos:R:3 method="wB97M-V/def2-TZVPD" charge=+1 e_tot_ha=-2595.38687 fmax_ev_per_a=7.158 homo_ev="-9.2 / -9.1" de_lowest_kcal_mol=21.58
Al 0.364 1.452 -3.214
C -0.114 -3.376 2.092
C 1.271 -3.473 1.839
C 0.934 -1.684 3.239
C -0.330 -2.264 2.947
C 1.922 -2.452 2.569
C -1.164 -4.287 1.606
H -0.774 -4.974 0.847
H -2.007 -3.742 1.164
H -1.585 -4.904 2.413
C -1.630 -1.842 3.493
H -2.471 -2.271 2.929
H -1.736 -0.749 3.463
H -1.764 -2.150 4.546
C 1.162 -0.482 4.067
H 0.517 -0.479 4.956
H 0.954 0.445 3.502
H 2.204 -0.430 4.406
C 3.382 -2.278 2.695
H 3.794 -2.847 3.547
H 3.664 -1.229 2.852
H 3.911 -2.636 1.800
C 1.948 -4.491 1.010
H 2.236 -5.368 1.603
H 2.861 -4.089 0.560
H 1.302 -4.848 0.204
C -1.346 1.414 -4.089
C -1.163 0.122 -3.444
C -0.446 -0.991 -4.172
C 1.119 -1.049 -4.007
C 1.721 0.374 -4.049
C 1.204 1.404 -4.951
C 0.191 1.202 -6.096
C -1.272 1.438 -5.612
H -0.679 -0.939 -5.242
H 1.535 -1.760 -4.768
H -0.844 -1.948 -3.806
H -1.903 0.671 -6.065
H -2.115 2.047 -3.655
H -2.123 -0.324 -2.885
H -1.589 2.424 -5.975
H 0.373 1.964 -6.854
H 1.885 2.237 -5.201
H 0.291 0.231 -6.610
H 1.347 -1.535 -3.052
H 2.790 0.502 -3.796
P -2.447 -1.196 -1.162
P 1.859 2.092 1.526
C 0.363 1.363 -1.115
C 1.215 2.397 -0.321
H 0.783 0.364 -0.871
H -0.670 1.383 -0.727
H 2.175 2.612 -0.874
H 0.568 3.300 -0.183
C 2.859 3.666 1.706
H 3.754 3.389 2.312
H 2.243 4.405 2.273
H 3.164 4.107 0.720
C 3.250 0.941 1.125
H 3.697 1.163 0.156
H 2.895 -0.092 1.146
H 3.985 1.068 1.920
C -4.195 -1.438 -1.603
H -4.571 -2.456 -1.437
H -4.377 -1.112 -2.646
H -4.742 -0.746 -0.946
C -1.790 -2.877 -1.426
H -1.034 -3.020 -0.629
H -1.288 -3.002 -2.404
H -2.580 -3.630 -1.275
Cl -1.998 4.276 0.092
C -1.805 3.943 1.753
C -1.268 4.908 2.584
C -0.883 4.559 3.901
C -1.106 3.261 4.370
C -1.723 2.307 3.580
C -2.062 2.594 2.206
C -2.475 1.588 1.342
H -1.093 5.885 2.186
H -0.420 5.306 4.526
H -0.760 2.993 5.382
H -1.935 1.297 3.946
H -2.923 1.810 0.382
H -2.493 0.558 1.675